1.
Entry from OMol25: C16H21Cl5F3IrN4O7Se as an isolated structure in a non-equilibrium geometry (wB97M-V/def2-TZVPD).

LUMO (alpha / beta)	-0.47 / -2.24	eV
strongest force on any atom	1.757	eV/Å
total charge	0
molar mass	886.801	g mol⁻¹
energy above the lowest of the compared OMol25 structures with the same formula, charge and spin	5.8	kcal per mole
multiplicity	5
frontier orbital gap (alpha / beta)	7.68 / 6.91	eV
HOMO level (alpha / beta)	-8.2 / -9.2	eV
⟨S²⟩	6.01
E	-176171.8942	eV

Last column: Löwdin charge in e.
Geometry (Å):
1 Ir -0.201 -0.719 -0.231  1.526
2 N 1.830 3.432 0.756  0.204
3 C 1.851 2.000 1.136  -0.344
4 C 1.363 1.825 2.563  -0.088
5 C 1.101 0.342 2.836  -0.322
6 N -0.069 -0.169 2.094  0.008
7 C 2.344 -0.498 2.516  -0.089
8 C 2.988 -0.205 1.154  -0.333
9 N 2.191 -0.842 0.090  -0.019
10 C 3.185 1.309 0.941  -0.089
11 H 0.761 3.754 0.860  0.157
12 H 2.065 3.530 -0.228  0.131
13 H 2.454 3.999 1.323  0.163
14 H 1.145 1.525 0.471  0.083
15 H 0.458 2.411 2.741  0.125
16 H 2.132 2.167 3.263  0.133
17 H 0.901 0.237 3.907  0.150
18 H -0.911 0.354 2.321  0.099
19 H -0.226 -1.143 2.360  0.075
20 H 2.088 -1.561 2.552  0.107
21 H 3.086 -0.314 3.295  0.132
22 H 3.981 -0.666 1.167  0.151
23 H 2.172 -1.877 0.291  -0.004
24 H 2.643 -0.731 -0.813  0.096
25 H 3.575 1.492 -0.066  0.126
26 H 3.920 1.673 1.665  0.129
27 Cl 0.183 -2.937 -2.062  0.781
28 C 0.245 -1.509 -3.044  -0.696
29 C 0.284 -0.291 -2.367  -0.297
30 C 0.338 0.841 -3.173  -0.687
31 Cl 0.503 2.415 -2.480  0.716
32 C 0.283 0.776 -4.567  -0.709
33 Cl 0.277 2.208 -5.519  0.682
34 C 0.234 -0.466 -5.195  -0.706
35 Cl 0.175 -0.571 -6.905  0.698
36 C 0.239 -1.626 -4.426  -0.711
37 Cl 0.230 -3.170 -5.171  0.708
38 F -3.559 3.725 1.166  0.158
39 C -3.093 2.575 0.681  -0.547
40 F -3.796 2.264 -0.411  0.157
41 F -3.324 1.614 1.606  0.129
42 C -1.567 2.617 0.387  -0.568
43 O -0.970 3.671 0.713  -0.002
44 O -1.100 1.587 -0.111  -0.125
45 C -4.781 -1.315 -0.949  0.016
46 C -3.380 -1.592 -0.479  -0.540
47 N -3.181 -2.672 0.268  0.208
48 O -2.475 -0.794 -0.796  -0.103
49 H -5.435 -2.175 -0.827  0.080
50 H -4.745 -1.013 -1.994  0.094
51 H -5.180 -0.475 -0.380  0.090
52 H -3.922 -3.320 0.468  0.120
53 H -2.229 -2.910 0.561  0.074
54 O 0.369 -4.139 2.771  -0.450
55 Se 0.634 -3.856 1.220  0.748
56 O 2.125 -3.268 0.942  -0.471
57 O -0.406 -2.512 0.901  -0.683
58 O 0.193 -5.006 0.209  -0.469


2.
Entry from OMol25: C23H46MnN11O8P as an isolated structure in a non-equilibrium geometry (wB97M-V/def2-TZVPD).

LUMO (alpha / beta)	-0.45 / -0.45	eV
strongest force on any atom	1.173	eV/Å
total charge	0
molar mass	690.602	g mol⁻¹
energy above the lowest of the compared OMol25 structures with the same formula, charge and spin	26.4	kcal per mole
multiplicity	2
frontier orbital gap (alpha / beta)	5.99 / 5.83	eV
HOMO level (alpha / beta)	-6.4 / -6.3	eV
⟨S²⟩	1.21
E	-97982.3929	eV

Last column: Löwdin charge in e.
Geometry (Å):
1 Mn 0.121 -0.237 -0.055  0.645
2 N 0.733 2.302 -1.062  -0.003
3 C 2.179 2.317 -0.842  -0.188
4 C 2.643 1.430 0.327  -0.595
5 O 3.554 1.881 1.036  -0.025
6 N 2.020 0.261 0.435  -0.041
7 C 2.356 -0.551 1.607  -0.121
8 C 1.129 -0.777 2.487  -0.612
9 O 1.218 -1.078 3.668  0.022
10 O 0.000 -0.622 1.861  -0.188
11 H 0.498 2.649 -1.984  0.072
12 H 0.241 2.882 -0.393  0.045
13 H 2.599 3.307 -0.645  0.107
14 H 2.648 1.943 -1.758  0.103
15 H 3.155 -0.102 2.196  0.114
16 H 2.678 -1.547 1.287  0.117
17 N -1.717 -1.487 0.022  0.026
18 C -1.649 -2.803 -0.599  -0.274
19 C -2.489 -3.815 0.200  -0.130
20 C -2.684 -5.260 -0.279  -0.172
21 C -3.116 -5.391 -1.736  -0.167
22 N -1.916 -5.223 -2.555  0.070
23 C -1.835 -4.751 -3.771  -0.453
24 N -2.915 -4.558 -4.560  0.208
25 N -0.612 -4.527 -4.280  0.210
26 C -0.159 -3.165 -0.780  -0.546
27 O 0.092 -4.240 -1.409  -0.041
28 O 0.677 -2.350 -0.376  0.016
29 H -1.474 -1.536 1.015  0.074
30 H -2.643 -1.079 -0.047  0.099
31 H -2.073 -2.697 -1.606  0.133
32 H -3.483 -3.360 0.294  0.116
33 H -2.078 -3.843 1.214  0.131
34 H -3.452 -5.708 0.354  0.115
35 H -1.782 -5.856 -0.135  0.119
36 H -3.889 -4.647 -1.970  0.120
37 H -3.541 -6.380 -1.921  0.122
38 H -0.984 -5.129 -1.974  0.108
39 H -3.815 -4.532 -4.112  0.095
40 H -2.818 -3.945 -5.359  0.089
41 H 0.153 -4.511 -3.614  0.111
42 H -0.507 -3.989 -5.129  0.109
43 C -2.878 0.010 3.207  -0.103
44 N -3.153 1.306 2.606  -0.305
45 C -4.421 1.901 2.949  -0.105
46 P -1.928 2.029 1.762  0.537
47 O -1.528 1.252 0.554  -0.307
48 N -2.461 3.518 1.263  -0.308
49 C -2.557 4.649 2.165  -0.103
50 C -3.071 3.717 -0.035  -0.110
51 N -0.746 2.253 2.871  -0.283
52 C 0.576 2.690 2.446  -0.063
53 C -0.934 2.302 4.308  -0.094
54 H -3.566 -0.752 2.822  0.082
55 H -2.998 0.053 4.295  0.086
56 H -1.849 -0.290 2.997  0.063
57 H -5.243 1.224 2.696  0.084
58 H -4.572 2.828 2.401  0.060
59 H -4.490 2.119 4.023  0.085
60 H -2.120 4.404 3.131  0.070
61 H -3.600 4.947 2.325  0.080
62 H -2.020 5.512 1.760  0.087
63 H -2.909 2.835 -0.650  0.066
64 H -2.619 4.579 -0.535  0.084
65 H -4.149 3.905 0.050  0.079
66 H 0.727 2.458 1.400  0.042
67 H 1.340 2.148 3.004  0.103
68 H 0.710 3.764 2.613  0.096
69 H -1.967 2.093 4.574  0.066
70 H -0.672 3.293 4.698  0.083
71 H -0.288 1.564 4.790  0.097
72 O -5.410 -2.049 -4.802  -0.037
73 C -4.632 -0.898 -5.068  -0.236
74 N -3.403 -0.879 -4.305  0.104
75 C -2.219 -1.206 -4.893  -0.430
76 O -2.175 -1.854 -5.933  0.030
77 C -0.956 -0.867 -4.144  -0.112
78 C 0.265 -1.104 -4.768  -0.013
79 C 1.431 -0.922 -4.045  -0.013
80 C 1.335 -0.562 -2.708  -0.076
81 N 0.163 -0.317 -2.115  0.005
82 C -0.953 -0.436 -2.829  -0.064
83 H -5.389 -2.617 -5.578  0.085
84 H -5.214 -0.022 -4.785  0.130
85 H -4.375 -0.849 -6.126  0.129
86 H -3.378 -0.267 -3.509  0.122
87 H 0.276 -1.427 -5.801  0.120
88 H 2.401 -1.092 -4.489  0.114
89 H 2.197 -0.491 -2.053  0.120
90 H -1.854 -0.206 -2.272  0.113


3.
Entry from OMol25: a 2-piece molecular cluster, C4H10N overall in a non-equilibrium geometry (wB97M-V/def2-TZVPD).

LUMO	-8.10	eV
strongest force on any atom	3.375	eV/Å
total charge	+1
molar mass	72.131	g mol⁻¹
energy above the lowest of the compared OMol25 structures with the same formula, charge and spin	141.9	kcal per mole
frontier orbital gap	4.43	eV
HOMO level	-12.5	eV
E	-5787.7052	eV

Last column: Löwdin charge in e.
Geometry (Å):
1 C 2.305 0.807 -0.614  -0.067
2 C 2.117 -0.355 0.350  -0.209
3 C 0.695 -0.855 0.357  -0.005
4 C -0.277 0.026 0.208  0.385
5 N -4.073 0.094 0.102  0.042
6 H 1.689 1.659 -0.268  0.099
7 H 1.723 0.463 -1.467  0.081
8 H 3.286 1.155 -0.934  0.102
9 H 2.336 -0.122 1.398  0.153
10 H 2.868 -1.144 0.203  0.141
11 H 0.668 -1.792 0.928  0.181
12 H -1.039 -0.192 -0.559  0.124
13 H -3.110 0.305 -0.006  -0.053
14 H -4.405 -0.581 0.756  0.009
15 H -4.783 0.532 -0.453  0.018


4.
Entry from OMol25: C21H29BN8O4Ru as an isolated structure in a non-equilibrium geometry (wB97M-V/def2-TZVPD).

LUMO (alpha / beta)	-4.91 / -4.45	eV
strongest force on any atom	1.920	eV/Å
total charge	+1
molar mass	569.397	g mol⁻¹
energy above the lowest of the compared OMol25 structures with the same formula, charge and spin	72.5	kcal per mole
multiplicity	2
frontier orbital gap (alpha / beta)	6.92 / 7.38	eV
HOMO level (alpha / beta)	-11.8 / -11.8	eV
⟨S²⟩	0.77
E	-45608.7952	eV

Last column: Löwdin charge in e.
Geometry (Å):
1 Ru -0.153 -0.082 -0.062  1.479
2 C 3.346 2.176 -0.005  -0.038
3 C 3.358 0.685 -0.004  -0.311
4 C 4.516 -0.094 -0.027  0.028
5 C 4.091 -1.408 -0.028  -0.251
6 C 4.919 -2.645 -0.042  -0.007
7 N 2.747 -1.394 -0.006  0.023
8 N 2.286 -0.113 0.004  0.054
9 B 1.824 -2.611 -0.008  -0.506
10 N 0.936 -2.494 1.246  0.040
11 N 0.357 -1.324 1.566  -0.043
12 C -0.416 -1.497 2.649  -0.307
13 C -1.266 -0.378 3.148  -0.007
14 C -0.273 -2.810 3.071  0.051
15 C 0.587 -3.417 2.154  -0.232
16 C 1.077 -4.819 2.133  0.009
17 N 0.973 -2.517 -1.288  0.035
18 N 0.420 -1.347 -1.647  -0.049
19 C -0.314 -1.528 -2.755  -0.306
20 C -1.116 -0.401 -3.311  -0.010
21 C -0.164 -2.848 -3.154  0.051
22 C 0.653 -3.449 -2.195  -0.235
23 C 1.128 -4.856 -2.151  0.007
24 H 4.371 2.536 0.025  0.091
25 H 2.889 2.560 -0.918  0.083
26 H 2.831 2.572 0.871  0.082
27 H 5.531 0.263 -0.053  0.120
28 H 5.969 -2.375 -0.110  0.088
29 H 4.771 -3.225 0.869  0.091
30 H 4.668 -3.278 -0.894  0.086
31 H 2.422 -3.633 0.009  0.120
32 H -1.056 0.526 2.568  0.058
33 H -2.319 -0.637 3.035  0.083
34 H -1.079 -0.169 4.200  0.093
35 H -0.750 -3.274 3.916  0.129
36 H 0.741 -5.339 3.026  0.092
37 H 0.692 -5.344 1.258  0.088
38 H 2.165 -4.853 2.088  0.089
39 H -0.969 0.489 -2.694  0.052
40 H -0.826 -0.166 -4.334  0.091
41 H -2.175 -0.656 -3.304  0.095
42 H -0.601 -3.328 -4.012  0.124
43 H 0.811 -5.376 -3.050  0.091
44 H 2.215 -4.900 -2.081  0.088
45 H 0.718 -5.379 -1.287  0.087
46 O -2.471 0.291 -0.262  -0.176
47 C -3.048 1.524 0.095  -0.164
48 C -1.992 2.591 0.053  -0.241
49 C -2.314 3.940 0.076  0.007
50 C -1.300 4.879 0.036  -0.017
51 C 0.018 4.443 -0.024  -0.023
52 C 0.259 3.087 -0.045  -0.110
53 N -0.724 2.174 -0.007  0.013
54 H -2.902 -0.486 0.233  -0.006
55 H -3.478 1.486 1.102  0.147
56 H -3.855 1.780 -0.599  0.143
57 H -3.353 4.237 0.125  0.131
58 H -1.533 5.935 0.043  0.124
59 H 0.841 5.142 -0.051  0.120
60 H 1.258 2.692 -0.089  0.038
61 O -2.752 -3.673 0.795  0.099
62 N -2.560 -2.499 0.565  -0.491
63 O -3.354 -1.595 0.955  0.001
64 O -1.537 -2.143 -0.113  -0.091